(1)
28
Properties=species:S:1:pos:R:3:forces:R:3:nbo_charge:R:1 method="wB97M-V/def2-TZVPD" lumo_ev=0.25 largest_force_ev_per_a=1.4 e_tot_ev=-167079.8502 smiles="O=COCCC(=O)OC[PH2]=O.BrCCBr" orbital_gap_ha=0.3872
O 2.8082 -1.4331 1.7844 -0.302 0.782 -0.013 -0.525
C 2.1236 -0.4471 1.8194 0.981 -0.988 -0.124 0.642
O 1.9517 0.3577 0.7448 -0.304 -0.064 -0.115 -0.526
C 0.5512 0.6141 0.5008 -0.004 0.318 0.954 -0.078
C -0.0090 1.7162 1.4096 0.043 -0.097 -0.885 -0.552
C -1.4675 1.5801 1.7487 0.004 0.473 1.329 0.798
O -1.8521 1.7619 2.8724 -0.069 -0.383 -0.710 -0.504
O -2.3387 1.3367 0.7117 0.552 0.000 -0.077 -0.529
C -2.7481 -0.0047 0.5504 -0.497 -0.433 0.281 -0.409
P -3.6955 -0.7249 1.9696 -0.427 0.534 0.331 1.495
O -4.6112 0.1817 2.6762 -0.186 0.282 0.105 -1.060
H 1.6299 -0.1292 2.7413 -0.338 0.154 0.061 0.109
H 0.4674 0.8975 -0.5294 -0.029 -0.146 -0.343 0.231
H 0.0243 -0.3101 0.6920 -0.174 -0.337 -0.220 0.165
H 0.5408 1.7828 2.3247 0.166 -0.078 0.621 0.240
H 0.1337 2.6682 0.9175 -0.038 0.405 -0.224 0.248
H -1.9340 -0.6740 0.2851 0.279 -0.128 -0.016 0.191
H -3.4281 -0.0150 -0.2838 -0.324 0.124 -0.367 0.232
H -2.7251 -1.3194 2.8063 0.034 -0.195 -0.260 -0.094
H -4.4179 -1.7724 1.3586 0.578 -0.286 -0.155 -0.085
Br 1.2634 1.1258 -2.9302 0.044 0.035 -0.230 -0.020
C 2.6292 -0.2603 -2.8612 0.020 0.148 0.023 -0.444
C 2.4387 -1.2774 -3.9523 -0.051 -0.203 0.074 -0.447
Br 0.9671 -2.4871 -3.5549 -0.011 0.056 -0.041 -0.015
H 2.5822 -0.6948 -1.8676 0.013 -0.024 0.015 0.242
H 3.5755 0.2610 -2.9819 0.010 -0.006 -0.040 0.233
H 3.3192 -1.9091 -4.0385 0.029 0.014 0.038 0.233
H 2.2213 -0.8251 -4.9135 0.002 0.045 -0.012 0.232

(2)
24
Properties=species:S:1:pos:R:3:forces:R:3:nbo_charge:R:1 method="wB97M-V/def2-TZVPD" lumo_ev="-3.80 / -3.80" largest_force_ev_per_a=4.5 e_tot_ev=-81972.1247 charge=+1 relative_energy_kj_mol=265.1 orbital_gap_ha="0.2775 / 0.2774"
C -1.3195 -2.5334 0.1065 -1.663 -1.389 0.430 -0.235
C -2.5293 -1.9444 -0.1708 4.437 0.468 0.391 -0.175
C 0.0001 -1.9776 0.2152 0.719 -0.178 -1.677 -0.192
C -2.7044 -0.5367 -0.2568 -0.283 1.737 1.214 0.085
C 0.5103 -0.9585 -0.4900 -0.209 -0.129 1.009 -0.092
C 2.0914 0.0091 1.0807 -0.396 0.363 2.861 -0.449
C -1.0864 2.5771 -0.8138 0.010 1.223 -0.061 -0.426
N -1.7406 0.3380 -0.3040 -1.873 -1.523 -1.318 -0.228
N 1.9233 -0.6655 -0.1999 1.464 -0.898 -1.320 -0.526
N -1.9546 1.6064 -0.2596 -2.645 1.590 0.680 -0.376
Br -4.4622 0.0425 0.3747 0.371 -0.111 -0.599 0.013
H -1.3977 -3.6468 0.3011 0.343 1.420 -0.433 0.241
H -3.2619 -2.6131 -0.4068 -2.406 -1.224 -0.129 0.241
H 0.7963 -2.5919 0.5958 -0.135 -0.700 0.792 0.201
H -0.1239 -0.1775 -0.8652 0.654 0.112 -0.613 0.270
H 1.9354 1.1064 1.1041 0.515 -0.561 -0.869 0.248
H 1.2009 -0.3232 1.6451 1.011 -0.128 0.387 0.246
H 3.0664 -0.2814 1.5513 -1.004 0.415 -0.365 0.245
H -1.5508 3.0292 -1.7039 0.299 0.191 0.435 0.220
H -0.8244 3.2703 -0.0302 -0.566 1.004 0.085 0.215
H -0.1102 2.2937 -1.0672 1.226 -1.456 -0.760 0.198
H 2.3664 -0.0518 -0.8883 -0.256 -0.434 -0.457 0.444
H 2.4925 -1.5735 -0.2013 -0.972 1.494 -0.015 0.446
H -2.9466 1.9934 -0.2518 1.358 -1.286 0.332 0.385

(3)
21
Properties=species:S:1:pos:R:3:forces:R:3:nbo_charge:R:1 method="wB97M-V/def2-TZVPD" lumo_ev="0.30 / 0.53" largest_force_ev_per_a=3.4 e_tot_ev=-19986.6525 relative_energy_kj_mol=520.6 orbital_gap_ha="0.3030 / 0.3216"
C 1.3310 -1.4952 0.6862 -0.644 -1.248 0.861 -0.571
C 0.5977 -0.4881 0.3936 -0.511 1.630 -1.184 0.217
C -0.4416 0.8441 -1.4263 1.556 -0.988 1.822 -0.597
C -1.4413 -1.4120 -0.8064 2.706 0.273 -0.820 -0.595
C -1.6037 0.4016 0.7915 -1.796 2.842 0.398 -0.614
C 2.4071 1.5939 0.8059 0.171 -0.950 0.550 -0.426
C -0.7021 -0.1567 -0.2776 0.802 -0.201 0.996 -0.201
Cl 3.6915 0.5025 0.4713 0.599 0.034 -0.005 -0.022
H 0.8921 -2.4867 0.7741 0.092 -0.258 -0.433 0.209
H 2.2879 -1.3661 1.1095 1.121 -0.023 0.347 0.225
H 0.0122 1.7286 -0.9851 0.727 -0.081 -0.126 0.210
H -1.3944 1.2292 -1.6186 -1.523 0.122 -1.754 0.213
H 0.2262 0.3165 -2.1521 -1.016 0.973 0.007 0.227
H -2.0381 -0.9866 -1.6096 -0.761 -0.682 0.164 0.218
H -1.9225 -1.8266 0.0662 -0.440 -0.681 -0.498 0.216
H -0.6457 -2.0783 -1.2630 -1.229 0.336 0.451 0.210
H -1.2506 0.4761 1.8109 0.942 0.536 -0.016 0.231
H -2.1433 1.3683 0.5052 1.239 -0.704 0.346 0.205
H -2.4717 -0.1607 0.9960 -1.065 -1.387 -0.290 0.211
H 2.0726 2.0269 -0.1415 -0.108 0.469 1.059 0.210
H 2.5366 1.9692 1.8697 -0.863 -0.010 -1.874 0.221

(4)
28
Properties=species:S:1:pos:R:3:forces:R:3:nbo_charge:R:1 method="wB97M-V/def2-TZVPD" lumo_ev="-7.19 / -10.37" largest_force_ev_per_a=8.1 e_tot_ev=-69818.0383 charge=+2 spin_multiplicity=7 orbital_gap_ha="0.2790 / 0.1634" s_squared=12.02
I 0.9648 1.0972 1.9064 -1.355 1.306 0.538 0.188
I 2.1065 -1.1867 0.1698 0.237 -1.187 -1.447 0.176
Eu -1.9135 -0.5220 -1.6252 -0.519 0.055 0.208 1.715
P 1.1362 1.8372 -1.0724 2.182 2.526 -0.915 1.124
C 2.8705 2.3170 -0.6009 -0.177 -0.474 0.372 -0.947
C 1.4342 1.5980 -2.8682 -0.571 -1.254 -0.090 -0.963
H -0.6196 3.4000 -1.5492 0.219 0.326 0.137 0.280
H 1.0246 4.1062 -1.7953 -0.137 -0.209 0.185 0.274
H 0.3689 3.9253 -0.1230 -0.117 0.026 -0.343 0.266
C 0.3942 3.4966 -1.1335 -0.975 -0.323 0.627 -0.973
H 0.4690 1.4172 -3.3734 0.486 0.141 -0.075 0.264
H 1.8888 2.5347 -3.2304 -0.183 -0.329 0.185 0.286
H 3.1771 3.1208 -1.2947 -0.159 -0.413 0.252 0.266
H 3.5343 1.4439 -0.7083 -0.120 0.489 0.080 0.255
H 2.1276 0.7537 -3.0112 -0.270 0.327 -0.171 0.257
H 2.8865 2.6875 0.4372 0.146 -0.120 -0.578 0.261
C 2.5155 -0.8228 2.4310 5.716 -1.990 5.325 0.390
O 3.4127 -1.0487 3.1932 -5.021 1.380 -4.282 -0.397
Cl -2.6972 1.5189 -3.0562 0.489 -0.494 0.576 -0.768
N -2.0065 -3.8472 1.6486 0.117 0.152 0.045 -0.488
C -2.8021 -3.1209 2.5233 0.124 0.121 -1.035 -0.054
C -2.9804 -1.9005 1.9423 0.850 -0.338 -0.703 -0.081
N -2.2696 -1.8526 0.7377 0.452 -0.492 -0.451 -0.646
C -1.6824 -3.0517 0.5972 -0.719 0.132 0.766 0.157
H -1.7265 -4.8214 1.7748 -0.118 0.554 -0.065 0.453
H -3.2208 -3.5323 3.4157 0.015 -0.192 0.259 0.260
H -3.5196 -1.0430 2.2907 -0.174 0.049 0.110 0.240
H -1.0371 -3.3987 -0.2223 -0.419 0.231 0.491 0.207

(5)
25
Properties=species:S:1:pos:R:3:forces:R:3:nbo_charge:R:1 method="wB97M-V/def2-TZVPD" lumo_ev=0.61 largest_force_ev_per_a=3.8 e_tot_ev=-43653.5756 smiles="CC1=CN(C(C)(C)C)[P@](=S)(Cl)O1" relative_energy_kj_mol=63.4 orbital_gap_ha=0.3144
C 0.5485 -1.3047 -0.1683 -0.771 -3.219 0.496 -0.075
C 1.5853 -2.0990 0.1697 -0.339 3.217 -0.202 0.223
C 1.8141 -3.4913 0.3952 2.789 -0.453 2.455 -0.666
C -0.6912 1.1241 1.4118 -0.360 -2.859 -2.069 -0.650
C 0.5225 2.2881 -0.4914 -1.256 -1.165 -3.426 -0.636
C -1.4740 0.8174 -1.0309 0.983 1.742 -1.550 -0.637
C -0.2577 1.0065 -0.1327 0.670 1.012 0.762 0.140
N 0.7867 0.0215 -0.3992 2.123 0.005 1.430 -0.674
O 2.7558 -1.2923 0.4155 0.223 -1.529 0.118 -0.824
P 2.6381 0.2441 0.2176 -3.206 0.339 1.517 1.566
S 3.2625 1.3352 1.7103 -0.549 -0.625 -0.995 -0.483
Cl 3.5342 0.5860 -1.4490 0.931 0.537 -1.782 -0.197
H -0.4731 -1.8158 -0.2194 1.367 1.280 -0.254 0.230
H 1.2113 -3.9617 1.1080 -1.314 -0.260 1.496 0.229
H 2.8678 -3.6867 0.7975 -1.326 0.568 -0.684 0.245
H 1.7013 -4.0983 -0.4048 -0.156 -1.654 -3.081 0.224
H 0.2223 1.4246 1.9472 -0.996 0.489 0.331 0.239
H -1.7085 1.5947 1.4618 1.442 0.359 0.453 0.227
H -0.9055 0.0336 1.6752 0.298 1.257 0.096 0.204
H 1.3408 2.3081 0.2130 -0.169 1.433 0.222 0.229
H -0.2830 3.0287 -0.6562 1.220 0.618 0.860 0.225
H 0.9806 2.1083 -1.5734 -0.858 0.465 2.137 0.208
H -1.9735 1.7921 -1.0639 0.238 0.208 -0.252 0.214
H -1.2443 0.5427 -2.0900 0.084 0.148 0.904 0.225
H -2.2749 0.2505 -0.6977 -1.065 -1.915 1.017 0.214

(6)
25
Properties=species:S:1:pos:R:3:forces:R:3:nbo_charge:R:1 method="wB97M-V/def2-TZVPD" lumo_ev=0.77 largest_force_ev_per_a=3.1 e_tot_ev=-27163.1034 relative_energy_kj_mol=150.5 orbital_gap_ha=0.3894
O 3.3468 -2.6395 -0.3667 -1.917 2.459 -0.392 -0.885
S 2.2806 -1.6590 -0.7169 1.558 -2.671 -0.344 1.694
O 2.9265 -0.1201 -0.5626 -0.462 -1.012 0.201 -0.702
C 2.1006 0.8719 -1.1946 -1.152 1.515 0.540 -0.091
C 1.1578 1.4668 -0.0662 0.514 -0.670 -0.677 -0.417
C 0.0890 0.3553 0.2442 0.386 0.440 0.316 -0.288
C -1.2820 0.8991 0.7700 -0.184 0.266 0.128 -0.393
C -2.5311 0.3489 0.0017 0.030 -0.239 0.185 -0.440
C -2.4862 -1.1821 -0.2868 0.252 0.634 0.003 0.044
F -2.0179 -1.3883 -1.6016 0.023 -0.006 0.466 -0.382
C 0.7895 -0.6885 1.1922 -0.471 0.366 0.498 -0.086
O 1.1222 -1.8984 0.4860 0.976 1.156 -0.020 -0.700
H 1.4750 0.4630 -2.0241 0.537 -0.030 0.568 0.187
H 2.7269 1.6722 -1.6369 0.057 -0.701 0.420 0.206
H 0.7272 2.4503 -0.3466 0.125 -0.670 -0.078 0.215
H 1.8371 1.6303 0.8050 -0.686 0.054 -0.496 0.214
H -0.1110 -0.1670 -0.7188 0.037 0.256 0.644 0.229
H -1.2932 2.0107 0.6545 -0.011 -0.790 0.195 0.212
H -1.4265 0.6986 1.8597 0.318 0.084 -0.718 0.203
H -3.4465 0.5450 0.6109 0.636 0.083 -0.552 0.217
H -2.5997 0.8984 -0.9635 -0.233 -0.517 0.543 0.223
H -3.4719 -1.6807 -0.2414 0.474 0.368 0.124 0.177
H -1.7674 -1.6562 0.4127 -0.458 -0.048 -0.470 0.168
H 1.7293 -0.2866 1.6392 -0.760 -0.127 -0.314 0.195
H 0.1248 -0.9440 2.0506 0.410 -0.200 -0.771 0.201

(7)
21
Properties=species:S:1:pos:R:3:forces:R:3:nbo_charge:R:1 method="wB97M-V/def2-TZVPD" lumo_ev=1.01 largest_force_ev_per_a=7.8 e_tot_ev=-8956.3884 smiles="CC[C@]1(C(C)C)C=N1" relative_energy_kj_mol=342.0 orbital_gap_ha=0.3879
C 0.7717 -1.6215 -0.6677 2.266 -2.351 -1.180 0.033
C 0.0880 -0.4046 -0.5128 -1.307 2.338 1.592 0.051
C 1.2437 1.4904 -1.7577 -0.335 -5.523 -5.492 -0.573
C -1.8028 0.2039 1.0945 0.859 0.717 0.680 -0.615
C 0.2546 -0.9149 2.0553 -1.811 -0.426 0.857 -0.622
C -0.0710 0.6324 -1.6513 3.441 -1.500 0.079 -0.415
C -0.2481 0.0539 0.9999 -0.376 1.714 -1.697 -0.238
N -0.4594 -1.7397 -0.9082 0.692 -0.948 0.558 -0.324
H 1.7679 -2.2315 -0.7270 -2.177 1.086 0.127 0.218
H 1.3548 1.9969 -0.9287 1.033 3.038 3.970 0.189
H 1.1724 2.0421 -2.7298 0.431 0.010 1.174 0.211
H 2.0750 0.6349 -1.8867 -1.335 2.288 0.346 0.185
H -2.1599 -0.6057 1.7729 -0.371 0.605 -0.990 0.207
H -2.2392 0.2564 0.0819 -0.179 -0.396 0.700 0.219
H -1.9801 1.1765 1.5952 -0.370 -0.562 -0.182 0.206
H 0.4369 -0.4435 3.0475 -0.384 -0.058 -0.665 0.220
H 1.2300 -1.2904 1.7588 -0.156 -0.819 0.047 0.211
H -0.6676 -1.6672 2.2167 2.826 0.896 -0.346 0.213
H -0.0778 0.0292 -2.6134 -0.942 0.936 1.116 0.216
H -0.8553 1.2806 -1.4003 -1.615 0.650 -0.321 0.207
H 0.1661 1.1219 1.1612 -0.191 -1.699 -0.373 0.200

(8)
21
Properties=species:S:1:pos:R:3:forces:R:3:nbo_charge:R:1 method="wB97M-V/def2-TZVPD" lumo_ev=1.06 largest_force_ev_per_a=2.3 e_tot_ev=-8958.3527 smiles="C=C/C(N)=C/CCC" relative_energy_kj_mol=152.5 orbital_gap_ha=0.3347
C -1.4172 -1.0265 3.0509 0.274 -1.561 0.101 -0.620
C -1.3839 -1.0919 1.5103 0.999 0.449 0.531 -0.387
C -0.6681 0.1363 0.8498 -1.168 -0.419 0.526 -0.442
N 0.2529 1.8538 -1.4110 -2.039 0.842 -0.411 -0.805
C 0.6911 0.5555 -1.1847 1.921 -1.191 -0.236 0.134
C 0.3879 -0.2132 -0.1316 -0.850 0.370 0.025 -0.239
C 2.1845 0.5983 -3.1917 -0.659 0.321 0.389 -0.398
C 1.8366 0.0799 -2.0118 0.309 0.692 -0.371 -0.196
H -2.4446 -0.9071 3.3866 0.179 0.650 0.353 0.209
H -0.6715 -0.3879 3.5221 -0.420 0.631 -0.210 0.209
H -1.1240 -2.0007 3.4703 -0.206 -0.046 -0.206 0.207
H -2.4226 -1.1621 1.1893 0.162 -0.033 -0.359 0.200
H -0.8624 -1.9962 1.1858 -0.152 -0.018 0.028 0.196
H -1.5221 0.6419 0.3931 0.434 0.691 -0.213 0.198
H -0.2137 0.7923 1.6075 -0.392 -0.082 0.033 0.211
H 0.0586 2.1391 -2.3677 1.064 -0.495 -0.327 0.369
H -0.6914 2.0186 -1.0686 0.254 -0.202 0.956 0.367
H 0.9225 -1.1245 0.1074 0.227 0.035 -0.476 0.203
H 3.0470 0.3453 -3.7863 0.114 -0.319 0.174 0.205
H 1.5612 1.3878 -3.6004 0.109 -0.027 -0.168 0.174
H 2.4792 -0.6390 -1.5192 -0.160 -0.288 -0.137 0.205

(9)
21
Properties=species:S:1:pos:R:3:forces:R:3:nbo_charge:R:1 method="wB97M-V/def2-TZVPD" lumo_ev=0.82 largest_force_ev_per_a=0.4 e_tot_ev=-8955.2684 relative_energy_kj_mol=450.1 orbital_gap_ha=0.3321
C -0.8803 1.8054 -2.1696 -0.036 0.132 -0.030 -0.654
C -0.4277 0.4343 -1.8483 0.087 -0.429 0.015 -0.120
C 1.1054 -1.4534 -0.1545 -0.195 0.252 -0.106 -0.258
C -0.3783 -0.7743 -2.1956 -0.044 0.438 0.059 -0.342
N 0.9060 -0.1859 0.2992 0.068 -0.094 -0.085 -0.569
H -1.3769 1.8516 -3.1427 0.038 -0.012 0.074 0.218
H -0.0354 2.4983 -2.1789 -0.044 -0.059 0.005 0.231
H -1.5766 2.1711 -1.4110 0.041 -0.039 -0.033 0.230
H 2.0507 -1.6517 -0.6556 -0.026 0.007 0.028 0.197
H 0.7001 -2.2840 0.4205 -0.024 0.045 -0.008 0.197
H -0.6373 -1.4757 -2.9701 0.034 -0.021 0.067 0.237
H 0.2881 -1.4599 -1.2682 0.119 -0.047 0.191 0.178
C 0.8549 -0.4169 2.7336 -0.010 0.004 -0.036 -0.644
C 0.1328 -0.0043 1.4783 -0.152 0.022 0.008 0.192
C -1.0789 0.5571 1.4943 0.216 -0.102 -0.015 -0.477
H 0.3830 0.3858 -0.6002 -0.076 -0.090 0.016 0.328
H 1.8104 0.1079 2.8103 -0.053 -0.017 -0.026 0.223
H 1.0779 -1.4875 2.7206 -0.018 0.044 -0.025 0.213
H 0.2580 -0.2029 3.6197 0.002 0.001 -0.058 0.218
H -1.5723 0.7715 2.4326 0.041 -0.031 0.006 0.201
H -1.6036 0.8135 0.5855 0.032 -0.005 -0.044 0.200

(10)
21
Properties=species:S:1:pos:R:3:forces:R:3:nbo_charge:R:1 method="wB97M-V/def2-TZVPD" lumo_ev=1.04 largest_force_ev_per_a=1.7 e_tot_ev=-8958.2035 smiles="C=CC(=C)C[C@H](C)N" relative_energy_kj_mol=166.9 orbital_gap_ha=0.3609
C -0.0208 -1.9029 -0.4318 1.595 -0.270 -0.536 -0.623
C -0.9426 -0.8021 -0.9437 0.562 -0.696 0.296 -0.040
C -0.9649 0.4211 -0.0226 0.475 -0.059 0.095 -0.439
C 0.4136 0.9435 0.3124 0.367 1.165 1.145 -0.018
C 1.0352 1.8388 -0.4581 -0.565 -0.806 -1.372 -0.374
C 0.4497 0.6952 2.8283 -0.525 0.403 0.749 -0.398
C 1.0019 0.5944 1.6349 0.692 -0.916 -0.791 -0.206
N -0.4610 -0.4389 -2.2698 -0.254 0.191 -0.137 -0.839
H 1.0142 -1.5420 -0.3258 -0.333 0.370 0.445 0.213
H 0.1932 -2.6429 -1.2173 -0.780 -0.112 0.081 0.210
H -0.3131 -2.4235 0.4779 -0.233 0.163 0.024 0.212
H -1.9310 -1.2698 -0.8972 -0.404 0.396 -0.419 0.166
H -1.4822 1.2451 -0.5166 -0.506 -0.168 0.144 0.213
H -1.4550 0.0779 0.8928 -0.189 0.486 -0.079 0.223
H 0.4718 2.1333 -1.3378 0.157 0.175 -0.178 0.180
H 2.0831 2.1142 -0.5152 -0.131 0.135 0.880 0.208
H -0.4560 1.2557 3.0662 -0.141 -0.374 -0.530 0.192
H 0.9013 0.2738 3.7139 0.463 0.116 -0.020 0.199
H 2.0061 0.1673 1.5614 -0.190 -0.116 0.166 0.205
H -0.8834 0.4207 -2.5991 -0.087 -0.049 -0.017 0.355
H -0.6601 -1.1592 -2.9527 0.028 -0.034 0.055 0.361

(11)
21
Properties=species:S:1:pos:R:3:forces:R:3:nbo_charge:R:1 method="wB97M-V/def2-TZVPD" lumo_ev=0.89 largest_force_ev_per_a=7.9 e_tot_ev=-8952.3729 relative_energy_kj_mol=729.4 orbital_gap_ha=0.3533
C -2.3188 -0.7751 0.2504 -2.489 -1.034 1.262 -0.676
C -0.8778 -1.1352 -0.5106 -4.824 5.933 -1.925 -0.430
C 0.1953 -0.1082 -0.0585 0.825 -0.671 -0.405 0.035
C 1.6633 -0.5908 -0.3743 0.298 3.080 4.703 -0.022
C 3.0104 0.3513 -0.1387 -1.430 -1.460 -1.136 -0.638
C -0.0512 1.3224 0.3379 -6.051 1.414 -1.784 -0.192
C -1.2508 1.9530 -0.2172 5.691 1.201 3.420 -0.370
H -3.2682 -0.5810 -0.7770 2.939 -0.239 3.717 0.212
H -2.2690 0.2477 1.1916 -0.303 -3.516 -3.445 0.260
H -2.7835 -1.8096 0.8662 1.400 3.126 -1.801 0.217
H -1.3342 -0.9072 -1.5394 1.595 -0.653 0.910 0.214
H -0.6088 -2.1257 -0.4423 0.813 -1.977 0.355 0.213
H 0.4645 -1.5686 1.2953 -0.096 -2.155 0.095 0.369
H 1.6901 -1.3682 -1.0004 0.407 -2.789 -2.614 0.179
H 3.4120 0.5115 -1.2214 -0.736 0.832 2.165 0.218
H 3.8726 -0.0214 0.4725 -0.965 -0.883 -0.715 0.219
H 2.6446 1.1193 0.5784 0.248 0.433 -1.522 0.232
H 0.3014 1.6682 1.3498 0.255 -0.115 -1.623 0.236
H -1.4993 3.0292 -0.0325 0.473 -1.029 0.600 0.196
H -1.9206 1.6093 -0.9118 -0.911 -1.633 -1.876 0.184
N 0.9278 -0.8210 0.8821 2.860 2.134 1.618 -0.656